No. 1
An isolated molecule of C3H10N2 at a distorted geometry, computed with ωB97M-V/def2-TZVPD.

CARTESIAN COORDINATES (ANGSTROEM)
N: -0.24708 -0.29372 2.34386
N: 0.54423 -0.51980 -2.06618
C: 0.03778 0.66007 -1.37434
C: 0.31084 -0.09386 1.03931
C: -0.65100 0.42966 -0.01246
H: 0.89775 1.31116 -1.19499
H: -0.66009 1.19889 -2.01091
H: -0.01044 -0.82940 -2.84156
H: -1.49687 -0.25373 -0.11761
H: 1.24640 0.45679 1.15547
H: 0.44019 -0.49332 3.06387
H: -1.04381 -0.88658 2.43459
H: 0.71856 -1.31920 -1.48383
H: 0.67642 -1.02013 0.54089
H: -1.06217 1.41927 0.21411

Forces on the atoms, in the same order (eV/Å):
0.3 0.7 0.8
0.1 0.0 -0.3
0.2 -0.5 0.5
0.5 -1.3 -1.0
0.1 1.1 -0.4
-0.1 0.2 0.0
0.1 0.0 -0.2
-0.3 0.1 -0.2
0.0 -0.1 0.0
-0.3 0.6 -0.1
-0.3 -0.1 -0.3
-0.3 -0.4 -0.2
0.0 0.0 0.3
0.0 -0.2 0.6
-0.1 -0.1 0.5

The value obtained for the lowest unoccupied orbital energy is 1.210 eV. The SMILES is NCCCN. For the frontier orbital gap, the calculation gives 0.372 Ha. The calculation puts the total energy at -229.79111 a.u. For the HOMO energy, the calculation gives -0.3273 hartree. The multiplicity is 1.

=====

No. 2
A structure of composition C29H29CaN2O5 at a distorted geometry, computed with ωB97M-V/def2-TZVPD.

CARTESIAN COORDINATES (ANGSTROEM)
Ca: -0.43269 0.46670 0.66080
O: -2.08163 0.80940 3.33655
O: 2.04214 0.67509 9.36787
O: -3.13278 0.00475 -4.41809
O: 0.37984 -0.73938 9.74544
O: 0.07088 0.49654 2.76365
N: -1.60503 1.64212 -4.26999
N: 1.01015 0.05714 9.00054
C: 0.76950 1.25855 5.48052
C: -0.64360 -0.41457 7.25158
C: -1.69862 -0.00469 -2.43804
C: -1.55217 -1.77968 -0.69155
C: 1.73936 1.45896 -0.48747
C: 2.30947 -0.71153 -0.02472
C: -2.22568 0.51654 -3.78434
C: 3.35384 0.72606 -4.99130
C: -3.54510 -1.72282 -2.10062
C: 2.30848 0.00240 1.18802
C: -0.44409 2.33297 -3.72181
C: 2.17499 0.08741 -5.38878
C: -1.09896 -0.22792 5.95206
C: 3.29317 1.87108 -4.18708
C: 1.98266 1.35410 0.90650
C: 2.05408 2.37335 -3.79347
C: 0.52566 0.25900 7.65991
C: 0.87149 1.74190 -4.18265
C: -0.27576 -2.45121 1.09632
C: 1.22491 1.11251 6.78237
C: -0.38695 0.58416 5.06200
C: 1.93542 0.17123 -1.05751
C: -0.88101 0.67648 3.65582
C: 0.93225 0.59788 -4.98693
C: -1.42424 -1.80064 1.61068
C: -1.32687 -2.39699 -3.09845
C: -2.03495 -1.48580 -2.09009
C: -0.37396 -2.46580 -0.31643
C: -2.21283 -1.37546 0.50225
H: -3.08149 -0.72767 0.55007
H: 1.90052 -0.08106 -2.10803
H: -1.67956 -1.67172 2.65694
H: -1.98846 2.00111 -5.13896
H: -4.05383 -1.01903 -1.43527
H: -1.15367 -1.06886 7.96066
H: -0.60280 0.10712 -2.46839
H: 1.97814 3.26671 -3.17101
H: 0.00934 0.11323 -5.31297
H: 0.33102 -2.91066 -1.00829
H: -1.50494 -3.44616 -2.83745
H: 1.82291 2.13923 1.63701
H: -0.50429 2.32589 -2.61994
H: 4.32098 0.33768 -5.31171
H: 2.51432 -0.42870 2.15839
H: -2.09688 0.70242 -1.68139
H: 2.56169 -1.75466 -0.14125
H: 1.41657 2.35028 -1.00894
H: -0.24219 -2.22836 -3.12762
H: 2.20143 -0.80481 -6.01825
H: -3.93962 -1.58901 -3.10635
H: 2.11995 1.60125 7.15939
H: -0.50672 3.39438 -4.00744
H: 0.52030 -2.89210 1.68725
H: 1.32247 1.88514 4.79550
H: -3.74904 -2.74059 -1.75102
H: -1.71809 -2.21370 -4.10203
H: -2.00428 -0.72736 5.62631
H: 4.20483 2.38021 -3.86872

Forces on the atoms, in the same order (eV/Å):
0.9 -1.7 -0.4
1.0 0.2 0.9
-2.1 -1.3 -0.7
0.1 0.2 0.0
1.4 1.7 -1.5
-1.5 1.0 2.9
-0.1 0.5 0.0
0.9 -0.4 2.4
-0.2 -0.3 0.3
0.6 0.3 0.3
0.0 0.0 -0.6
0.5 0.2 0.5
-0.1 -0.1 0.1
0.0 0.6 0.0
0.2 0.0 0.0
-0.2 0.0 0.0
-0.2 -0.1 -0.4
0.2 0.3 -0.4
-0.5 -0.2 0.1
-0.1 0.3 0.2
0.3 0.1 0.3
-0.2 0.0 -0.1
0.1 -0.1 -0.1
0.1 -0.1 -0.2
-0.6 0.1 -1.3
0.3 -0.1 -0.2
-0.7 0.0 -0.1
-0.3 -0.6 0.6
-0.3 0.0 0.6
0.0 0.0 0.1
0.7 -0.5 -3.1
0.3 0.1 0.1
0.0 -0.3 -0.5
-0.1 0.0 -0.2
0.0 0.3 0.2
-0.3 0.3 0.2
0.3 0.0 0.2
-0.2 -0.3 0.1
-0.1 0.0 -0.1
0.1 0.0 -0.2
0.1 -0.3 0.3
0.0 -0.1 0.0
0.2 0.3 -0.3
-0.2 -0.1 0.3
0.2 -0.2 -0.1
0.3 0.1 0.1
0.0 0.1 0.2
0.0 0.2 0.0
0.2 -0.1 -0.1
0.1 -0.1 -0.4
-0.2 0.1 0.1
-0.1 0.2 0.0
0.0 -0.3 -0.1
-0.1 0.0 0.0
0.2 0.1 -0.1
-0.2 0.0 0.1
0.1 0.3 0.2
-0.1 -0.1 0.1
-0.2 0.0 -0.2
0.0 -0.3 0.0
-0.1 0.1 -0.1
-0.1 -0.1 -0.1
0.0 0.2 0.0
0.0 -0.1 0.0
0.1 0.1 -0.1
-0.2 -0.2 -0.1

As for the charge: -1. The value obtained for the lowest unoccupied orbital energy is 1.196 eV. For the frontier orbital gap, the calculation gives 0.196 Ha. The calculation puts the total energy at -2285.86248 a.u. For the HOMO energy, the calculation gives -0.1519 hartree. The multiplicity is 1.

=====

No. 3
An isolated molecule of C24H28N4O5S, computed with ωB97M-V/def2-TZVPD.

CARTESIAN COORDINATES (ANGSTROEM)
S: -1.95261 0.96420 -0.79984
O: 6.25636 -1.33111 0.55625
O: -0.60292 -1.49558 2.00731
O: -2.85041 1.12742 -1.90033
O: -1.32143 2.14904 -0.25515
O: 6.37158 0.87298 0.16921
N: 1.31392 -0.93900 -1.88165
N: 0.54002 -1.95856 -1.50465
N: -2.76893 0.17427 0.44607
N: 0.20915 0.57473 1.48090
C: 0.59881 0.15936 -1.73875
C: -1.75212 -2.49614 -0.70844
C: -4.18877 0.25814 0.42617
C: 4.28445 -0.01424 0.77258
C: 5.71867 -0.25031 0.49643
C: 1.10299 1.49875 -2.13027
C: 1.56851 0.33064 1.27623
C: -0.68789 -1.55437 -1.12489
C: 1.06342 -3.29322 -1.49911
C: -6.21662 1.48678 0.07557
C: 3.71035 1.25157 0.67272
C: -4.83559 1.44466 0.11041
C: 2.36642 1.41978 0.92209
C: -8.47244 0.41901 0.31681
C: 8.33194 2.10797 -0.40739
C: -4.93537 -0.87106 0.73584
C: -0.68233 -0.17183 -1.24061
C: -6.97645 0.36168 0.37447
C: -6.31659 -0.81292 0.71239
C: 7.76259 0.73256 -0.11479
C: -0.76969 -0.31869 1.76171
C: 3.48962 -1.09638 1.14170
C: -2.16353 0.30829 1.76145
C: 2.14527 -0.93157 1.40027
H: 0.61113 2.26756 -1.54199
H: 8.19686 2.75947 0.45188
H: -2.72241 -2.02401 -0.82945
H: -1.62006 -2.76579 0.34019
H: 2.12347 -3.22462 -1.73190
H: 1.53634 -1.77053 1.69083
H: 0.93135 -3.74592 -0.51603
H: 9.39219 2.02545 -0.62769
H: -8.83951 1.34834 0.74717
H: -4.42984 -1.78729 1.00172
H: -8.91622 -0.41735 0.85078
H: -2.11219 1.36429 2.06146
H: 0.56678 -3.91068 -2.25047
H: 0.87657 1.67809 -3.18124
H: -4.24995 2.32093 -0.11915
H: -1.71251 -3.40346 -1.30848
H: -2.78505 -0.24216 2.47183
H: 1.91414 2.39673 0.83450
H: -0.10915 1.48761 1.15859
H: -8.80568 0.37767 -0.72026
H: -6.88892 -1.69675 0.95511
H: 3.95001 -2.06945 1.21996
H: -6.71404 2.41072 -0.18102
H: 7.82435 2.54893 -1.26110
H: 7.88234 0.05991 -0.97191
H: 4.32383 2.09383 0.39456
H: 8.25553 0.27035 0.74822
H: 2.18032 1.54129 -1.99684

Forces on the atoms, in the same order (eV/Å):
0.3 -0.6 -0.4
-0.1 0.1 0.0
0.0 -0.2 0.1
-0.1 -0.1 0.1
-0.2 -0.1 0.0
-0.2 0.3 0.0
0.6 0.6 -0.4
-0.8 0.5 0.2
0.5 0.3 -0.8
0.1 0.5 0.2
-0.1 -0.1 0.0
0.0 -0.2 0.1
-0.6 0.0 -0.2
-0.2 0.0 0.0
0.2 -0.3 0.0
0.1 0.0 -0.1
0.3 -0.1 0.0
-0.1 0.0 0.0
0.1 -0.4 0.0
0.0 0.0 0.1
0.1 -0.2 0.0
-0.1 0.0 0.1
-0.1 -0.1 0.1
0.0 0.0 -0.1
-0.3 -0.3 0.1
0.2 0.1 0.0
-0.4 0.0 0.2
0.0 0.0 0.0
0.0 0.1 0.0
0.5 -0.2 -0.1
-0.1 0.2 0.4
0.2 0.3 -0.1
0.3 0.1 0.3
-0.1 -0.1 0.1
0.1 0.1 0.0
0.0 0.1 0.1
0.0 -0.1 0.0
-0.1 0.0 0.0
-0.1 0.0 0.0
0.0 0.0 0.0
0.0 0.0 0.0
0.1 0.0 0.0
-0.1 0.0 0.0
0.1 -0.1 0.0
-0.1 0.0 0.0
-0.1 -0.1 0.0
0.0 0.0 0.0
0.0 0.1 -0.1
0.0 0.1 0.0
-0.1 0.0 -0.1
0.2 0.1 -0.1
0.0 0.1 0.0
0.0 -0.3 0.2
-0.1 0.0 0.0
-0.1 -0.1 0.0
0.0 -0.1 0.0
0.0 0.1 0.0
0.0 0.1 -0.1
0.0 0.1 0.2
0.0 0.1 0.0
-0.1 0.0 -0.2
0.0 0.1 0.0

The value obtained for the lowest unoccupied orbital energy is 0.478 eV. The SMILES is CCOC(=O)c1ccc(NC(=O)CN(c2ccc(C)cc2)S(=O)(=O)c2c(C)nn(C)c2C)cc1. For the frontier orbital gap, the calculation gives 0.336 Ha. The calculation puts the total energy at -1924.79620 a.u. For the HOMO energy, the calculation gives -0.3181 hartree. The multiplicity is 1.

=====

No. 4
A cluster of 2 separate species, C2H9NO2 in total at a distorted geometry, computed with ωB97M-V/def2-TZVPD.

CARTESIAN COORDINATES (ANGSTROEM)
O: -0.40105 5.57985 3.20096
O: 0.46286 -0.86990 0.67221
N: -0.22736 -2.50960 -2.56954
C: 0.68238 -1.17988 -0.72738
C: -0.51685 -1.97551 -1.20209
H: 0.88014 -0.01334 0.82452
H: 0.31437 6.08409 3.58657
H: -0.68804 -2.77652 -0.52456
H: 1.57794 -1.79658 -0.74614
H: -0.09218 -3.51493 -2.49159
H: -0.66511 4.89403 3.82092
H: 0.81311 -0.29342 -1.35323
H: -1.08170 -2.49557 -3.11951
H: -1.35611 -1.29864 -1.23751

Forces on the atoms, in the same order (eV/Å):
-0.3 -0.1 -0.4
0.1 0.6 -0.7
-0.7 -0.4 0.3
-0.1 -0.4 1.0
1.0 0.4 -1.4
-0.1 -0.2 0.2
0.1 -0.1 0.3
-0.4 -0.5 0.8
0.2 -0.1 -0.5
0.5 0.1 0.1
0.2 0.2 0.1
0.0 0.0 0.1
0.1 0.4 0.0
-0.5 0.0 0.1

The value obtained for the lowest unoccupied orbital energy is 0.865 eV. The SMILES is NCCO.O. For the frontier orbital gap, the calculation gives 0.388 Ha. The calculation puts the total energy at -286.80615 a.u. For the HOMO energy, the calculation gives -0.3561 hartree. The multiplicity is 1.

=====

No. 5
An isolated molecule of C3H3FS at a distorted geometry, computed with ωB97M-V/def2-TZVPD.

CARTESIAN COORDINATES (ANGSTROEM)
S: 2.74072 0.48185 -0.03031
F: -0.34644 1.77922 0.02944
C: -0.14692 0.47138 -0.07501
C: -1.27839 -0.32920 0.00194
C: 1.23538 0.03667 0.03783
H: 1.17193 -1.13154 0.27838
H: -1.27726 -1.47583 -0.08114
H: -2.09903 0.16744 -0.16113

Forces on the atoms, in the same order (eV/Å):
1.1 1.7 -0.3
-0.1 0.9 -0.5
-1.7 -1.4 1.3
6.8 -2.8 -0.6
-1.4 -5.2 0.8
-0.3 2.2 -0.6
0.3 2.1 0.3
-4.8 2.4 -0.4

The value obtained for the lowest unoccupied orbital energy is -1.081 eV. The SMILES is C=C(F)C=S. For the frontier orbital gap, the calculation gives 0.287 Ha. The calculation puts the total energy at -614.07311 a.u. For the HOMO energy, the calculation gives -0.3263 hartree. The multiplicity is 1.

=====

No. 6
A cluster of 6 separate species, C2H16O5S in total at a distorted geometry, computed with ωB97M-V/def2-TZVPD.

CARTESIAN COORDINATES (ANGSTROEM)
S: -2.64250 -2.04531 0.14979
O: -1.73799 3.00339 -2.60340
O: 3.44475 0.67586 2.69565
O: 3.18393 -1.16934 -4.64081
O: 4.83445 0.81947 -0.00240
O: 1.05582 -1.65772 2.64007
C: -3.78810 -0.62364 0.26109
C: -3.66542 0.26916 1.43272
H: 0.26417 -1.40810 2.14114
H: -1.27027 2.15899 -2.55298
H: 3.17498 -1.75153 -5.41582
H: -4.28888 1.21219 1.25348
H: 4.90907 0.18644 -0.73215
H: -4.10445 -0.14103 2.33310
H: 1.35091 -0.73397 2.73107
H: -2.66052 0.60002 1.75604
H: 3.60371 -0.10958 3.24687
H: -2.86679 -2.80570 1.20225
H: -4.81145 -1.01339 0.12651
H: 4.00184 0.26667 1.98313
H: 4.50794 1.62953 -0.42346
H: -3.64413 -0.23573 -0.77924
H: -1.34423 3.43655 -1.83371
H: 2.49316 -0.56324 -4.96892

Forces on the atoms, in the same order (eV/Å):
0.6 0.4 -0.8
0.6 -0.3 0.6
1.2 -2.0 -0.6
-0.9 0.2 -1.1
-0.1 0.0 -0.5
-0.5 1.4 -0.3
-0.5 -1.6 -1.8
-0.6 2.6 0.7
-0.3 -1.0 -0.1
-0.3 -0.1 -0.4
0.5 -0.4 0.4
0.9 -1.1 0.1
0.0 0.2 0.2
-0.2 -0.5 0.1
0.8 -0.4 0.4
-0.3 -0.3 -0.7
-0.6 0.5 0.9
-0.5 0.0 0.7
0.2 0.1 0.6
-0.7 1.5 -0.3
0.1 -0.3 0.3
0.4 0.5 1.1
-0.3 0.4 -0.2
0.4 0.1 0.7

The value obtained for the lowest unoccupied orbital energy is 0.172 eV. The SMILES is CCS.O.O.O.O.O. For the frontier orbital gap, the calculation gives 0.346 Ha. The calculation puts the total energy at -860.13505 a.u. For the HOMO energy, the calculation gives -0.3397 hartree. The multiplicity is 1.